74
Properties=species:S:1:pos:R:3:forces:R:3 method="wB97M-V/def2-TZVPD" spin_multiplicity=1 de_lowest_ev=12.607 e_lumo_ev=-3.00 largest_force_ha_per_bohr=0.0569 homo_lumo_gap_ev=2.6 total_charge=0
Sr -0.895 1.215 0.282 -0.1 1.0 -0.1
S -0.534 6.180 -1.116 1.4 1.1 -0.1
O -1.513 5.208 -1.541 -2.1 -1.6 -0.7
O -0.248 7.202 -2.106 -0.2 0.4 -1.2
O -0.901 6.872 0.103 -0.9 0.3 1.7
O 0.688 5.423 -0.841 1.7 -1.3 0.6
C -2.893 4.996 5.853 -1.0 -0.7 1.1
C -3.094 3.824 4.831 0.5 1.3 0.0
C -4.388 3.958 3.985 0.6 1.3 -0.2
O -4.511 3.198 2.778 -0.7 0.0 0.1
C -5.623 3.746 2.032 -0.2 0.0 0.6
N -1.899 3.909 4.004 0.5 -1.2 -0.8
H -3.677 5.013 6.610 -0.6 0.5 -0.2
H -2.672 5.989 5.462 -0.6 -0.1 -0.5
H -2.050 4.844 6.528 0.5 -0.7 -0.4
H -3.034 2.888 5.385 -0.3 -0.1 -0.1
H -4.382 4.987 3.626 0.2 0.5 0.2
H -5.277 3.931 4.615 -0.2 -0.6 0.1
H -5.784 3.301 1.050 0.7 -0.2 0.1
H -5.568 4.830 1.936 0.6 0.1 -0.3
H -6.570 3.619 2.557 -0.1 -0.4 0.4
H -1.778 4.834 3.615 -0.2 0.2 -0.2
H -1.136 3.804 4.657 0.4 -0.1 -0.2
C -2.896 -5.036 2.090 -0.1 -0.9 -0.4
C -2.801 -3.800 1.212 0.7 -0.3 -1.2
C -3.641 -3.833 -0.069 -0.9 1.8 -0.1
O -3.490 -2.527 -0.729 0.3 -0.7 0.5
C -4.483 -2.263 -1.697 -0.1 -0.4 0.0
N -3.139 -2.595 1.952 -0.3 -0.1 0.5
H -2.241 -4.989 2.960 -0.1 0.4 0.1
H -2.591 -5.954 1.588 0.1 0.0 -0.3
H -3.913 -5.246 2.420 -0.1 0.3 0.1
H -1.782 -3.691 0.841 0.3 -0.1 0.2
H -4.695 -3.869 0.210 -0.3 -0.3 0.2
H -3.479 -4.643 -0.779 0.5 -0.1 0.1
H -4.432 -3.020 -2.481 -0.1 0.1 -0.3
H -4.372 -1.260 -2.108 0.5 -0.1 0.0
H -5.496 -2.272 -1.293 -0.2 -0.2 0.4
H -2.932 -2.830 2.912 0.5 0.3 0.4
H -4.148 -2.630 2.002 -0.6 0.6 -0.2
C 0.660 -0.781 -6.831 -0.3 -0.8 -0.2
C 1.903 -0.223 -6.114 0.6 -1.7 -2.2
C 2.864 0.346 -7.202 0.5 0.1 -0.2
O 4.107 0.852 -6.709 -0.1 -1.2 1.6
C 4.830 1.642 -7.596 -1.1 1.0 -0.9
N 1.550 0.659 -5.071 -0.2 2.3 0.2
H 0.842 -1.205 -7.818 0.5 0.2 -0.1
H -0.179 -0.101 -6.982 0.2 0.4 0.3
H 0.262 -1.645 -6.299 -0.1 0.1 0.4
H 2.378 -1.088 -5.650 0.4 -0.1 -0.1
H 2.354 1.125 -7.768 -0.3 0.5 0.0
H 3.115 -0.403 -7.953 -0.2 -0.5 0.0
H 4.101 2.410 -7.852 0.4 0.7 -0.5
H 5.127 1.171 -8.534 -0.1 -0.6 -0.1
H 5.728 2.116 -7.199 -0.3 -0.3 0.7
H 2.243 1.390 -5.145 1.3 0.0 1.1
H 0.860 1.286 -5.459 -1.4 -0.2 0.0
C 5.342 -1.421 0.850 0.7 -1.8 -1.2
C 4.552 -2.625 1.492 1.1 2.0 1.8
C 5.422 -3.377 2.555 0.2 -0.5 -1.4
O 4.622 -4.241 3.330 0.1 -0.3 1.1
C 5.331 -4.803 4.453 0.1 -0.5 -0.6
N 3.521 -1.946 2.272 -0.8 -0.3 -0.6
H 6.379 -1.676 0.634 0.3 -0.4 0.2
H 5.422 -0.485 1.403 -0.7 -0.2 0.3
H 4.968 -1.266 -0.162 -0.4 0.5 0.2
H 4.029 -3.289 0.804 0.6 -0.1 -0.2
H 5.943 -2.684 3.216 0.0 0.5 0.0
H 6.188 -3.958 2.041 0.3 -0.2 -0.1
H 5.988 -5.620 4.156 0.1 -0.1 -0.5
H 4.655 -5.287 5.158 -0.4 0.5 -0.1
H 5.997 -4.111 4.968 -0.3 0.5 0.0
H 4.050 -1.356 2.898 -0.4 0.1 0.5
H 3.111 -2.718 2.777 -0.5 0.4 0.8



84
Properties=species:S:1:pos:R:3:forces:R:3 method="wB97M-V/def2-TZVPD" spin_multiplicity=7 de_lowest_ev=0.000 e_lumo_ev="-2.85 / -2.90" s_squared=12.008 largest_force_ha_per_bohr=0.0312 homo_lumo_gap_ev="7.0 / 8.3" total_charge=+1
V 0.837 1.421 -1.795 -1.0 -1.2 0.2
V -1.169 -1.005 1.660 -0.7 -1.4 -0.1
C 0.622 -3.076 2.625 -0.7 0.1 0.6
O 1.011 -1.743 2.927 0.2 0.6 0.0
O -0.342 -2.985 1.706 -0.3 0.5 -0.6
C 1.839 -3.873 2.156 0.2 -0.2 0.0
F 1.470 -5.088 1.737 0.0 0.0 -0.2
F 2.508 -3.267 1.153 -0.1 -0.1 0.0
F 2.722 -4.067 3.159 0.0 0.0 -0.1
C 1.762 -1.432 4.092 0.2 -0.2 0.0
C 2.199 0.010 3.971 0.1 0.0 0.0
H 2.908 0.270 4.757 0.0 -0.1 0.0
H 2.690 0.117 3.003 0.0 0.2 0.0
H 1.368 0.713 4.030 0.0 0.0 -0.1
H 2.656 -2.056 4.119 -0.1 0.0 0.2
H 1.169 -1.613 4.995 0.0 -0.1 0.0
H 0.268 -3.566 3.556 0.2 0.0 0.1
B 0.166 0.569 0.449 -0.3 0.3 -0.4
H 0.072 -0.578 0.163 0.3 -0.9 -0.1
H -0.759 1.072 -0.107 -0.3 0.4 0.1
H 0.141 0.718 1.625 0.2 0.5 0.4
H 1.208 0.989 0.047 0.6 0.0 0.1
B -3.299 -0.406 -0.139 -0.8 -0.1 0.1
F -3.264 0.321 -1.341 0.4 0.0 0.0
F -2.943 0.417 0.964 0.4 0.1 -0.1
F -4.532 -0.956 0.084 0.0 -0.1 0.0
F -2.309 -1.444 -0.193 0.3 0.0 0.2
C -2.259 -0.215 4.487 0.3 -0.1 0.4
C -3.453 -0.783 3.791 -0.2 -0.2 -0.1
O -2.947 -1.699 2.819 0.3 -0.3 0.0
O -1.354 0.272 3.482 -0.3 0.2 0.3
H -1.739 -0.988 5.060 -0.1 -0.1 -0.1
H -2.575 0.548 5.200 0.1 0.2 -0.3
H -4.051 -0.027 3.279 0.0 0.1 0.1
H -4.057 -1.313 4.530 -0.1 0.0 -0.1
H -3.665 -2.227 2.453 0.1 0.0 -0.2
H -0.799 0.971 3.838 0.1 0.0 -0.1
C -1.902 0.584 -4.692 -0.9 0.1 -0.1
C -0.988 -0.338 -3.948 0.6 0.0 0.2
O -0.821 0.118 -2.593 0.3 -0.1 -0.3
O -1.475 1.942 -4.627 0.2 0.0 0.0
H -2.885 0.538 -4.213 0.1 0.2 0.0
H -2.076 0.280 -5.727 0.3 -0.1 0.0
H 0.008 -0.354 -4.401 0.0 -0.1 0.1
H -1.371 -1.359 -3.933 0.0 0.0 -0.1
H -1.679 0.025 -2.139 0.0 0.2 0.3
H -0.671 2.032 -5.150 -0.1 0.1 -0.2
C 3.020 -0.757 -1.353 -0.5 -0.2 -0.1
C 3.934 0.405 -1.539 -0.1 0.6 0.2
O 3.166 1.605 -1.266 -0.4 -0.1 -0.3
O 1.852 -0.534 -2.165 0.9 1.3 0.4
H 2.705 -0.884 -0.315 0.1 0.0 0.0
H 3.537 -1.660 -1.678 -0.1 -0.1 0.0
H 4.281 0.429 -2.573 0.2 0.1 0.1
H 4.750 0.353 -0.821 0.2 -0.1 -0.2
H 3.720 2.381 -1.144 0.1 -0.1 -0.1
H 1.541 -1.409 -2.493 -0.2 -0.2 -0.2
C 0.054 -3.175 -1.904 -0.5 0.4 -0.2
C 0.252 -4.520 -1.267 0.3 -0.6 -0.1
O -0.909 -4.915 -0.587 0.0 0.3 0.4
O 1.098 -2.810 -2.826 -0.1 -0.6 -0.1
H 0.032 -2.379 -1.166 0.0 0.0 0.2
H -0.909 -3.175 -2.425 0.0 0.0 0.0
H 1.103 -4.528 -0.594 0.3 0.2 0.1
H 0.479 -5.270 -2.041 -0.2 0.1 0.0
H -0.852 -4.477 0.285 -0.2 -0.1 -0.1
H 1.406 -3.600 -3.281 0.1 0.1 -0.1
C -1.687 5.234 -2.098 -0.2 0.1 0.7
C -0.509 4.287 -1.908 -0.2 0.0 -0.3
C 0.262 4.604 -0.652 -0.2 -0.5 0.5
O 1.173 3.535 -0.409 0.5 0.4 -0.3
C 1.783 3.622 0.871 0.1 0.3 0.0
N -0.922 2.864 -1.847 0.7 0.6 -0.3
H -2.231 5.342 -1.152 0.1 0.0 0.0
H -2.416 4.844 -2.806 0.2 0.1 -0.3
H -1.361 6.233 -2.385 0.0 0.0 -0.2
H 0.177 4.394 -2.757 -0.1 -0.1 0.0
H -0.442 4.634 0.194 0.1 0.2 0.0
H 0.795 5.555 -0.717 0.0 0.1 0.0
H 1.082 3.286 1.637 0.1 -0.1 0.1
H 2.096 4.649 1.086 -0.1 0.0 0.0
H 2.679 3.008 0.862 -0.1 -0.2 0.1
H -1.494 2.672 -2.669 0.0 -0.2 0.1
H -1.484 2.689 -1.017 -0.1 0.0 0.0



76
Properties=species:S:1:pos:R:3:forces:R:3 method="wB97M-V/def2-TZVPD" spin_multiplicity=1 e_lumo_ev=-0.06 largest_force_ha_per_bohr=0.0823 homo_lumo_gap_ev=8.0 total_charge=0
C 4.407 -0.639 -2.426 0.2 0.0 0.4
C 3.384 0.203 -1.652 -0.2 -0.6 -0.4
C 2.116 0.506 -2.457 0.4 0.9 0.8
C 1.421 1.736 -1.881 -0.1 -0.3 0.3
O 1.282 -0.683 -2.283 0.0 0.0 -0.5
S -0.096 -0.827 -3.063 0.0 -0.2 -0.2
O -0.099 0.070 -4.191 0.0 0.0 0.1
O -1.126 0.005 -2.006 -0.1 0.1 0.0
Cl -1.594 -0.980 -0.724 0.1 0.0 0.0
H 5.153 -0.016 -2.924 -0.2 -0.1 -0.2
H 4.949 -1.288 -1.733 0.0 0.1 -0.1
H 3.919 -1.294 -3.151 0.0 0.1 0.0
H 3.059 -0.379 -0.785 0.0 0.3 0.1
H 3.801 1.150 -1.310 0.1 -0.1 0.0
H 2.366 0.680 -3.506 -0.3 -0.4 -0.1
H 1.184 1.529 -0.832 0.0 0.1 -0.1
H 2.111 2.582 -1.900 -0.1 0.0 -0.2
H 0.495 1.982 -2.397 0.1 0.1 -0.1
O -7.066 0.154 -0.358 -1.8 0.6 1.1
P -6.894 1.423 -1.081 3.4 0.0 -2.5
N -7.412 1.186 -2.681 0.4 -0.3 0.1
C -6.956 1.770 -3.928 -0.4 0.4 -0.1
C -8.720 0.563 -2.808 -0.2 -0.2 0.2
N -5.189 1.712 -1.050 -0.2 -0.1 -0.6
C -4.314 1.799 -2.216 0.1 0.1 0.0
C -4.515 0.996 0.032 -0.2 0.1 0.3
N -7.398 2.945 -0.661 -1.3 -0.6 1.7
C -8.671 3.061 0.045 -0.1 0.0 0.0
C -7.052 4.117 -1.426 0.1 0.1 -0.2
H -7.626 2.565 -4.286 0.0 0.0 0.0
H -6.929 0.997 -4.703 0.0 0.0 0.0
H -5.965 2.189 -3.865 0.0 0.2 0.1
H -9.543 1.284 -2.700 0.0 0.0 -0.1
H -8.848 -0.215 -2.057 0.0 0.1 0.0
H -8.815 0.092 -3.788 0.1 0.0 0.0
H -4.648 1.200 -3.059 0.1 -0.1 0.0
H -3.323 1.424 -1.958 0.0 0.0 0.1
H -4.159 2.834 -2.541 -0.2 0.0 -0.1
H -4.285 -0.040 -0.234 0.0 0.0 0.0
H -5.127 0.981 0.931 0.0 0.0 0.0
H -3.585 1.513 0.279 0.0 0.0 -0.1
H -9.532 3.086 -0.637 0.0 0.1 0.0
H -8.686 3.973 0.645 0.1 0.0 0.0
H -8.805 2.221 0.726 0.1 0.0 -0.1
H -7.873 4.419 -2.088 0.0 0.0 0.0
H -6.163 3.966 -2.034 0.0 -0.1 0.1
H -6.843 4.946 -0.745 0.0 0.0 0.0
O 7.235 -2.509 1.676 1.0 -1.6 1.1
P 6.178 -2.288 2.674 -2.6 3.1 -1.1
N 4.742 -2.971 2.071 0.2 0.4 -0.3
C 3.353 -2.585 2.236 -0.1 -0.4 0.4
C 4.880 -4.338 1.592 0.2 -0.2 -0.1
N 6.023 -0.564 2.759 -0.5 -0.3 -0.2
C 4.826 0.191 2.420 -0.1 0.2 0.1
C 7.217 0.137 2.288 0.3 -0.1 0.2
N 6.187 -2.604 4.299 1.9 -1.2 0.1
C 6.911 -3.790 4.750 0.0 -0.1 0.0
C 5.105 -2.220 5.172 -0.2 0.1 0.0
H 2.830 -3.212 2.972 0.0 0.0 0.0
H 2.828 -2.704 1.281 0.0 0.0 0.0
H 3.226 -1.559 2.540 0.0 0.0 0.2
H 4.834 -5.076 2.405 -0.1 0.0 0.0
H 5.826 -4.467 1.068 0.0 0.0 0.1
H 4.080 -4.567 0.885 0.0 0.1 0.0
H 4.218 -0.298 1.665 -0.1 0.1 -0.1
H 5.088 1.166 2.004 0.2 -0.1 0.0
H 4.215 0.425 3.301 -0.1 -0.2 0.0
H 7.241 0.245 1.198 0.0 0.0 0.0
H 8.121 -0.386 2.590 0.0 0.0 0.0
H 7.243 1.129 2.744 -0.1 0.0 0.0
H 6.304 -4.703 4.689 0.0 0.0 0.1
H 7.232 -3.662 5.785 0.0 0.1 0.0
H 7.807 -3.939 4.147 -0.1 0.0 -0.1
H 4.438 -3.066 5.377 0.0 0.0 0.0
H 4.508 -1.409 4.760 0.1 0.0 -0.1
H 5.514 -1.871 6.123 0.0 0.0 0.0